(1)
DFT (ωB97M-V/def2-TZVPD) results for C44H33Cl3F3N5O2OsS4 as an isolated structure at a distorted geometry.

Structure (ORCA input):
```
! RIJCOSX wB97M-V def2-TZVPD def2/J DEFGRID3
* xyz 2 1
C -4.0516 -0.3071 2.9250
N 1.5513 -1.0195 0.6075
C -1.0882 2.7217 -3.4324
C -4.0468 1.1754 -2.1048
C -2.9043 0.2657 0.9095
H 1.8305 -2.2951 -5.7291
C -5.6504 0.2090 -3.6115
C -2.7039 1.5656 1.3490
H -4.2483 1.2844 4.3475
C 0.3580 4.9896 -2.6871
H -3.6009 2.0375 -1.6250
O -3.6829 -5.3150 0.8534
N 1.2785 1.3841 -0.6504
C 0.5554 -2.1133 -4.0210
S 0.1063 1.1134 -1.6499
N -1.9318 -1.7755 -0.6221
C 4.2813 0.6263 -1.6009
H -0.7817 6.0015 -4.1888
C 3.0657 1.2177 1.2161
H 3.5068 4.3124 2.4616
C 5.3568 -1.1328 -2.8303
C 4.5622 2.5528 3.0875
C 3.9826 0.5022 1.9815
C 3.4836 -1.6704 -1.4148
H -4.5834 -1.0302 3.5286
H -5.6298 -1.9286 -3.7941
H -3.7337 -1.6893 1.3098
H 1.8654 1.5250 -3.8048
C 2.8705 2.5814 1.3780
H -5.4638 2.3157 -3.2284
H -1.6402 1.8337 -3.7172
Cl 1.6584 -6.3279 3.5159
H -0.6162 -1.6633 -2.2847
H -1.6752 -4.0210 1.2287
C -0.5974 5.0598 -3.6896
Cl 0.1889 -4.0633 2.7878
Os -0.9560 -2.6765 0.7961
C -1.3171 3.9294 -4.0655
H -3.0403 2.9294 2.9621
C 0.5099 -0.6950 5.9965
C 1.0695 0.6122 6.5058
H 5.4491 0.6452 3.5283
F 1.5252 0.5071 7.7535
H 4.1051 -0.5655 1.8428
S -2.3027 -0.3290 -0.6510
C -0.8109 -0.8615 5.8761
C 0.0899 -1.2830 -3.0101
N -1.2505 0.8113 -1.0075
H 0.9160 5.8715 -2.4045
C 0.6085 3.7841 -2.0449
H 2.6704 0.0266 -5.5873
C 5.2629 0.2104 -2.4816
H -2.0528 3.9902 -4.8556
C -1.4826 -1.9974 5.3044
C -1.7839 -3.0190 4.5940
C 0.8727 -5.7184 2.2019
S 2.1812 0.2313 0.0499
C -3.5932 -0.1106 -1.8296
H -6.4638 0.3350 -4.3133
H 4.2062 1.6664 -1.3067
N 2.1509 -2.6619 5.7637
F 2.0989 1.0017 5.7267
C 1.5033 0.5068 -3.8677
H -3.7725 -2.2216 -2.1665
S 0.2437 -0.9638 1.7206
C 0.5661 0.0163 -2.9580
C 1.9521 -0.3361 -4.8648
C 1.4756 -1.6429 -4.9420
C -3.5715 -0.6814 1.6784
C 4.7318 1.1826 2.9237
H 2.1400 3.1078 0.7837
C -3.7731 -6.3544 1.3680
H 1.3595 3.7060 -1.2737
H -2.6296 -2.0973 5.4136
H -1.4469 -0.0576 6.2218
H -2.1622 2.2755 0.7404
C -4.1482 -1.2383 -2.4139
H 6.1333 -1.4547 -3.5118
C -5.0869 1.3272 -3.0040
C -3.8629 0.9909 3.3798
H 0.1954 -3.1319 -4.0711
C 4.4735 -2.0647 -2.3049
H 5.1538 3.0807 3.8232
H 2.7871 -2.3779 -0.9868
F 0.1495 1.5842 6.4790
H 4.5580 -3.1085 -2.5766
O -3.8555 -7.3846 1.8811
C 3.4112 -0.3277 -1.0832
C 3.6371 3.2481 2.3217
C -5.1847 -1.0646 -3.3206
C 1.4715 -1.7373 5.7943
C -3.1898 1.9222 2.5974
Cl 0.3704 -3.8641 -0.6087
H 5.9619 0.9293 -2.8870
C -0.1253 2.6751 -2.4300
*
```

For the gap between HOMO and LUMO (alpha / beta), the calculation gives 6.8 / 6.8 eV. Its largest force on an atom is 1.20 eV/Å. Its electronic energy is -149208.9224 eV. Its energy relative to the best compared isomer or geometry (same formula, charge and spin) is 979.0 kJ/mol.

(2)
DFT (ωB97M-V/def2-TZVPD) results for C44H33Cl5IIrP3S2 as an isolated structure at a distorted geometry.

Structure (ORCA input):
```
! RIJCOSX wB97M-V def2-TZVPD def2/J DEFGRID3
* xyz 0 2
Cl 1.1973 -4.1986 -0.4259
H 4.4224 2.8462 3.3625
C -2.2690 1.3144 -3.8810
C 0.0710 -1.0263 -3.8267
I -3.8271 -3.5843 1.9846
C -3.6239 -0.2148 -5.1397
C -1.6104 0.6120 3.6607
C 3.0963 1.2685 2.7782
H 4.6664 -2.5449 -3.0993
H -1.2751 0.4621 7.0099
C 3.1277 -4.2439 3.0378
P -1.7072 0.9441 -1.1573
H -2.8016 1.6048 -5.9267
Cl 3.5668 -5.6837 0.8123
H 2.0606 3.8968 -2.1966
H -3.1128 -0.3765 2.5066
C -1.0027 -3.0375 -3.0369
C -3.1447 -0.6836 -2.8420
H -3.2470 -1.2967 -1.9549
H 3.8763 0.5264 2.7124
C 2.0851 -1.1921 -1.3951
S -2.3976 -2.4871 0.4568
H -4.1057 -0.4877 -6.0665
P -0.9132 1.3239 2.1414
C -2.8898 0.9577 -5.0651
H -1.9928 -4.2050 -4.5230
Ir -0.4820 -1.2000 1.3041
H 0.3140 3.9233 3.0250
H 2.6350 4.5385 3.4808
Cl 4.4628 -5.0851 3.7119
H -4.3216 -1.9537 -4.0863
H -1.7610 3.3280 3.2475
H 1.5492 -0.0750 2.1416
H 0.6293 -0.1234 -3.6193
C -2.4013 0.4886 -2.7749
H -3.2019 -1.0614 6.7283
C 1.0305 3.8563 -1.8740
C -1.6793 0.2675 6.0263
H -0.2380 1.5164 5.0344
C -0.3417 -1.3119 -5.1115
C 1.3562 -2.6540 3.2206
C 0.7652 1.8673 2.5924
C 3.4029 2.5691 3.1434
C 2.7797 -2.0538 -2.2389
C 0.3871 2.6396 -1.7831
H -1.5041 5.8785 -0.9094
C 1.0852 3.1731 2.9485
C -0.3479 0.0134 -0.5993
H -1.6950 2.2295 -3.8096
C 2.7306 -4.4878 1.7265
H -2.9172 2.6581 2.0876
H -0.0897 -0.6396 -5.9180
H 0.8645 5.9691 -1.5848
Cl 2.8270 -3.0648 5.4519
H -1.5443 3.6085 1.4850
Cl 0.3985 -1.5740 4.1749
H -2.6767 3.6901 -0.7993
C -3.7482 -1.0395 -4.0314
C 2.3976 3.5184 3.2157
C -0.2377 -1.9072 -2.7968
H -1.2725 -3.6860 -2.2152
H -4.1618 -1.4434 4.4837
P 0.3244 -1.5268 -1.1041
C 4.8053 -0.8506 -1.7963
C 0.9769 -2.7836 1.8831
H 4.6343 0.8221 -0.4707
H -1.3819 -2.6907 -6.3694
C -3.2980 -0.8081 4.6068
C -1.1003 0.8720 4.9246
H 2.2484 -2.8528 -2.7368
H 2.2156 0.5128 -0.0956
C -1.0733 -2.4617 -5.3619
C 1.6714 -3.7657 1.1725
C 1.7903 0.9335 2.4786
C 4.1324 -1.8763 -2.4421
C -0.9416 2.5858 -1.3791
C 2.4094 -3.3351 3.8098
H 0.9037 1.7171 -2.0156
C 0.3516 5.0205 -1.5440
C -0.9781 4.9684 -1.1584
C -2.7671 -0.5784 5.8667
C -1.4126 -3.3166 -4.3277
C -1.8689 2.9037 2.2485
S -3.2730 0.9830 0.0541
H 5.8665 -0.7222 -1.9503
C -2.7098 -0.2234 3.5006
C -1.6338 3.7520 -1.0854
C 4.1138 0.0126 -0.9623
C 2.7559 -0.1577 -0.7518
*
```

For the gap between HOMO and LUMO (alpha / beta), the calculation gives 5.6 / 5.8 eV. Its largest force on an atom is 3.50 eV/Å. Its electronic energy is -169250.0051 eV. Its energy relative to the best compared isomer or geometry (same formula, charge and spin) is 488.4 kJ/mol.

(3)
DFT (ωB97M-V/def2-TZVPD) results for C44H33CuF2N2O2 as an isolated structure.

Structure (ORCA input):
```
! RIJCOSX wB97M-V def2-TZVPD def2/J DEFGRID3
* xyz -1 2
C 5.1573 -2.8872 1.4876
C -1.6678 2.0216 -4.2909
C 4.8819 -1.8116 2.3133
C 3.4433 -0.8347 0.6253
C -0.5187 -4.9830 1.8416
C 1.2777 3.4998 0.2905
H 1.7639 0.7443 2.0460
C -0.9608 0.9930 -4.8967
C -0.1275 -3.1930 0.3404
C -1.9747 0.6729 -2.2943
H -3.2893 2.4430 -0.3501
H 5.0330 1.1919 -0.1673
H -2.8894 1.3480 0.9729
C 3.1065 0.9673 -1.0901
H 5.3207 -1.7586 3.3029
C -0.5446 -0.2729 2.9911
Cu -0.3366 -0.3259 0.9529
C -0.6388 -4.0682 2.8735
H 2.2878 3.8858 0.3390
H 5.8119 -3.6821 1.8243
C 0.2263 4.2647 -0.1813
H -7.8097 -0.9965 -1.3963
C -0.6988 0.6210 5.2153
H -1.8320 2.9557 -4.8156
C -0.6851 -1.7051 4.9227
C -6.7689 -0.7086 -1.3080
C -0.6098 0.8190 3.8544
C 2.1182 1.2740 1.1575
H 3.0009 1.8621 1.4201
C 4.4153 1.4430 -1.0253
H -1.0616 -1.2380 -2.3309
C 4.1656 2.5321 -3.1580
H -0.8400 -4.3937 3.8801
C -1.2436 -0.3407 -2.9064
C -6.3171 0.4720 -1.8872
C -0.4973 -2.7102 2.5887
C 3.7294 -1.9277 -0.1976
C 4.5739 -2.9393 0.2204
H -0.5824 1.8386 3.4801
F -0.7463 1.6954 6.0461
H -6.2125 -2.4377 -0.1670
C -4.9818 0.8349 -1.7718
C -2.1719 1.8543 -3.0047
H -0.1456 -5.2460 -0.2710
C -0.7396 -0.6329 5.7911
H -4.6465 1.7506 -2.2448
H 3.2497 -1.9727 -1.1690
C -0.2502 -4.5534 0.5528
C 1.0335 2.1929 0.6837
H 3.8281 0.0359 2.5510
C -1.0350 3.7055 -0.2676
H -3.8093 -1.7518 0.0204
N -0.2029 1.6702 0.6076
H -0.5638 1.1172 -5.8975
H -0.1717 -0.9885 -4.6445
H 0.0976 -2.7584 -0.6258
C -1.2254 2.3847 0.1168
H -0.6326 -6.0407 2.0493
C 4.0328 -0.7899 1.8804
N -0.2614 -2.3168 1.3315
C 4.9453 2.2188 -2.0492
H 1.3217 0.9041 -2.2318
C -4.5333 -1.1439 -0.5073
H -1.8753 4.2711 -0.6489
H 5.9675 2.5746 -1.9861
C -0.7494 -0.1889 -4.1946
O 1.3061 -0.4504 -0.3153
H -7.0036 1.1079 -2.4345
H 2.2377 2.2996 -4.0829
H 4.5749 3.1346 -3.9603
H -0.8040 -0.7742 6.8604
C -5.8709 -1.5132 -0.6201
F -0.7198 -2.9419 5.4969
C 2.8608 2.0595 -3.2287
H -2.7278 2.6694 -2.5557
C -0.5922 -1.5675 3.5474
H 4.7788 -3.7773 -0.4367
C -2.5626 1.7025 -0.0081
C 2.3361 1.2805 -2.2021
O -1.9396 -0.6143 -0.2599
C 2.4433 0.1958 0.0710
C -2.5771 0.4023 -0.8932
H 0.3914 5.2895 -0.4926
C -4.0725 0.0357 -1.0792
*
```

For the gap between HOMO and LUMO (alpha / beta), the calculation gives 7.7 / 7.6 eV. Its largest force on an atom is 0.35 eV/Å. Its electronic energy is -103316.1911 eV.

(4)
DFT (ωB97M-V/def2-TZVPD) results for C44H33O5P2RhS4Sb as an isolated structure.

Structure (ORCA input):
```
! RIJCOSX wB97M-V def2-TZVPD def2/J DEFGRID3
* xyz 0 2
C -0.6793 0.1095 4.1697
C 1.5954 0.8941 -3.3683
C -1.8405 -2.0019 -2.6735
C 0.1634 2.4647 2.9640
C -2.1186 -2.5738 -3.9007
C -4.2761 0.7054 1.7805
S 2.0379 -2.9859 -0.2783
H 2.8311 -1.1213 2.2199
C 3.6769 1.4707 -4.6401
O 5.2008 3.9568 -1.7772
C -1.4847 -3.6409 1.2402
C 3.1050 -3.5222 4.5907
C -5.2974 -0.1422 1.3764
C -2.8659 -0.1083 -0.0119
C -1.6409 -0.6228 -2.5685
H -2.6887 -1.2654 3.3433
H -0.4183 3.4269 4.7824
C 6.3758 4.3765 -2.4558
S 1.0890 1.2524 0.6718
H -2.3138 1.4341 1.3893
C -2.1763 -1.7737 -5.0367
H -0.1906 -3.7120 3.8494
H -4.5730 -2.8262 3.3942
C 4.5437 3.1172 -2.6478
H 2.7755 2.5938 -1.5554
C 0.8349 -3.3653 3.8146
C -1.9609 2.6830 -1.5571
H -6.2419 -0.1487 1.9052
H -0.9486 -0.8130 4.6687
C -1.0825 1.8130 -0.9238
C -0.5871 4.5521 -0.9104
C 2.5286 -1.9075 2.9061
C -0.7724 1.3090 4.8511
C -3.7021 -3.0642 2.7982
C 1.7897 -3.9564 4.6321
C -0.2137 0.0792 2.8547
C -3.6678 -4.2290 2.0488
S 1.4908 -2.2422 -2.1489
H -0.6175 -3.8637 0.6280
H -2.2679 -3.6429 -3.9767
C 5.3209 2.9198 -3.7746
C -5.1035 -0.9693 0.2804
H 7.2463 4.1837 -1.8258
O 1.1072 0.3786 -4.3823
Rh 0.6958 -0.9549 -0.1261
H 1.5022 -4.7594 5.2979
C 1.2024 -2.3424 2.9478
C -2.6279 -2.1849 2.7789
C 3.3373 2.4961 -2.4724
H 6.2985 5.4416 -2.7018
H 4.4991 -2.1549 3.6900
H -0.3783 5.6133 -0.9370
C 4.9194 2.0947 -4.7944
C 0.2714 3.6981 -0.2333
P -0.0078 -1.4652 1.9129
H 0.5425 3.3668 2.5038
C 2.8998 1.6587 -3.5061
H 3.2865 0.8225 -5.4135
C -1.6568 0.1638 -3.7097
C -3.8978 -0.9575 -0.4059
H 1.1630 4.0602 0.2616
H -5.8960 -1.6274 -0.0516
O 1.1322 0.8095 -2.1870
C -0.0065 2.3436 -0.2314
C 0.2257 1.2619 2.2722
H -1.1444 1.3232 5.8667
H 5.5357 1.9389 -5.6688
H -4.4181 1.3716 2.6220
C 3.4732 -2.4954 3.7297
C -1.5094 -2.4736 2.0077
C -1.9343 -0.4154 -4.9408
C -0.3602 2.4909 4.2433
H -2.3823 4.7177 -2.0690
Sb 4.0101 -1.8618 -1.5638
H -2.5283 -5.4182 0.6687
C -3.0758 0.7271 1.0875
S 4.2915 -0.0522 -0.3424
C -2.5581 -4.5149 1.2636
C -1.7079 4.0475 -1.5529
H -4.5076 -4.9110 2.0678
H -2.3773 -2.2209 -6.0012
P -1.2693 0.0109 -0.9202
O 6.4925 3.6258 -3.6623
H -1.9138 0.1999 -5.8291
H -3.7836 -1.5933 -1.2726
O 2.3206 2.0112 0.9221
H -2.8340 2.2955 -2.0667
H -1.7550 -2.6311 -1.7931
H 3.8472 -3.9883 5.2249
H -1.3987 1.2102 -3.6620
*
```

For the gap between HOMO and LUMO (alpha / beta), the calculation gives 6.5 / 6.2 eV. Its largest force on an atom is 0.58 eV/Å. Its electronic energy is -127866.9872 eV. Its energy relative to the best compared isomer or geometry (same formula, charge and spin) is 0.0 kJ/mol.

(5)
DFT (ωB97M-V/def2-TZVPD) results for C44H34F2N10Sc as an isolated structure at a distorted geometry.

Structure (ORCA input):
```
! RIJCOSX wB97M-V def2-TZVPD def2/J DEFGRID3
* xyz 1 1
H -2.7020 3.1671 -0.7330
C 5.9463 2.3509 -0.4702
C -2.6747 -0.7816 -2.0147
C -2.2125 -2.8362 2.1758
C -1.7521 -2.1953 -3.9599
H -0.2981 4.2338 -4.9349
N 0.1436 1.7291 -0.4048
H 2.0445 -2.7836 1.8918
C -4.0510 0.5307 0.9734
C 4.3239 1.7567 1.1401
H -3.2674 -3.8444 -4.5107
C 0.7223 3.6928 4.4312
N -1.7461 2.8710 -0.8668
C 0.5148 -1.7521 -1.4344
H -1.6376 -1.8122 -4.8996
F 1.7578 -4.0820 4.0006
H 0.3678 -4.3055 -0.1096
C 0.7750 -2.1494 -4.2437
C 1.3163 2.5723 -2.4918
H -3.8903 -0.3159 1.7327
C 1.0908 3.1943 -3.7284
N -4.6306 -0.9374 -0.9817
H 3.8865 1.9197 2.1290
C 0.7020 2.2820 4.5841
C -1.4871 -1.1772 -2.7873
C -1.4362 -1.9764 1.4024
H 0.8812 -2.1744 -5.3027
H -1.0628 -5.8259 1.0156
C 1.3445 3.2815 2.2166
N 2.4021 -0.4983 -1.4340
C 1.1514 -2.1277 5.1083
H 0.4612 1.7891 5.5757
H -0.2542 -3.9458 -3.6776
H -5.1119 0.9417 1.1561
H -3.4775 1.9614 2.2541
C 4.1285 0.8552 -1.0854
H 0.5168 4.3789 5.3220
C -1.1667 -4.7192 1.2276
H -2.5567 -4.9783 2.8173
C 1.5484 -1.2718 -3.5985
H 1.7750 3.6085 1.3181
N 1.2710 1.9587 2.2851
H -5.6298 -1.2759 -0.9468
C -0.1829 3.7448 -3.9817
H -4.7271 -3.5629 -2.8123
H -1.4914 -0.9168 1.5375
C -1.7282 1.7237 1.3313
C 1.5903 -2.7771 3.9613
C -1.1987 3.7498 -3.1031
N 3.7259 0.9920 0.2329
N -3.1959 1.7028 1.2758
H 5.8564 3.2206 1.5455
H 0.9883 -2.6369 6.0377
H -1.5262 2.5105 2.0214
H -2.1474 4.2368 -3.1810
C -3.0699 -2.9667 -3.8475
C 1.5731 -0.7955 2.5543
C 0.9432 1.4562 3.5288
C 1.1001 -0.0673 3.7070
H 1.9356 3.4106 -4.4408
C -0.5677 -2.3832 -2.1791
N -2.7816 0.1843 -1.0499
C 5.3144 1.4990 -1.4046
C -2.0733 -4.2348 2.1400
H -1.2624 0.7997 1.7618
H 1.0032 5.2160 2.9532
H 5.8536 1.2683 -2.3299
C 0.8609 -0.7975 4.9091
C -0.9286 3.0019 -1.9551
H -3.0415 -2.4662 2.8477
C -3.8295 -1.5677 -1.9491
H 2.2898 -0.6908 -4.1554
C -0.4958 -2.4675 0.5122
H 2.2366 2.0550 -2.2680
C 5.4466 2.5221 0.8520
C 1.5244 -1.1333 -2.1976
C -0.3556 -2.8786 -3.6044
C 0.1999 2.3079 -1.6786
C -0.4373 -3.8760 0.4300
C -3.9842 -2.7354 -2.8593
C -1.1254 2.0680 0.0156
H -1.2628 -2.9466 -1.5805
H -0.8255 -0.4132 -3.0832
C 1.0228 4.2057 3.2289
N 3.4519 0.1116 -1.9709
Sc 1.5905 0.1971 0.6000
C -3.9239 0.0305 -0.3906
C 1.8480 -2.1441 2.7701
F 0.3821 -0.1420 6.0399
N 0.4822 -1.6981 -0.1203
H 6.9167 2.7744 -0.7919
*
```

For the gap between HOMO and LUMO (alpha / beta), the calculation gives 6.2 / 6.2 eV. Its largest force on an atom is 4.40 eV/Å. Its electronic energy is -87210.9391 eV. Its energy relative to the best compared isomer or geometry (same formula, charge and spin) is 446.4 kJ/mol.

Among the records above, which one has the highest electronic energy?
C44H34F2N10Sc

Among the records above, which one has the highest largest force on an atom?
C44H34F2N10Sc

Which of these has the highest largest force on an atom?
C44H34F2N10Sc

Which of these has the highest electronic energy?
C44H34F2N10Sc